Model i:
Computed, not measured: C5H7N3 in the gas phase, with ωB97M-V with the def2-TZVPD basis set.

Last column: Mulliken charge in e.
Atoms and positions in Å:
C (-0.80305, -0.52186, 1.72768)  0.395
C (0.21607, 0.70349, -0.67356)  0.607
C (1.23718, 1.57430, -0.06439)  -0.625
C (1.02742, 0.13569, 0.42315)  -0.338
C (-1.14119, -0.99236, -1.44878)  -0.674
N (-1.88712, -0.80466, 1.71284)  -0.427
N (-0.56112, 0.31044, -1.60911)  -0.548
N (0.37029, 0.03814, 1.69377)  -0.244
H (2.22795, 1.83596, -0.63748)  0.210
H (0.80804, 2.35143, 0.44354)  0.294
H (1.72994, -0.65053, 0.20556)  0.294
H (-0.84333, -1.56191, -0.54482)  0.220
H (-1.12913, -1.59157, -2.38607)  0.304
H (-2.24039, -0.87479, -1.34057)  0.285
H (0.98843, 0.04822, 2.49824)  0.248

Results
- Multiplicity: 1
- Orbital gap: 9.935 eV
- Structure (SMILES): C/N=C1/C[C@H]1NC#N
- LUMO level: 0.0159 Eh
- Highest occupied orbital energy: -9.50 eV

=====

Model ii:
Computed, not measured: C5H7N3 in the gas phase, with ωB97M-V with the def2-TZVPD basis set.

Last column: Mulliken charge in e.
Atoms and positions in Å:
C (1.97045, -0.64496, 0.00239)  -0.405
C (1.21837, 0.87232, -0.20273)  -0.669
C (-0.23043, 0.40821, 0.43099)  0.144
C (-2.34335, -0.48308, -0.07863)  -0.122
C (-0.23074, -1.02207, 0.09625)  0.481
H (2.35543, -0.76104, 0.99077)  0.332
H (2.65743, -0.71244, -0.92122)  0.286
H (0.94491, 1.10927, -1.30099)  0.263
H (1.50786, 1.87004, 0.18838)  0.336
H (-0.21205, 0.37495, 1.50502)  0.246
H (-1.92251, 1.72214, -0.11933)  0.203
H (-3.39146, -0.39811, -0.26848)  0.383
N (-1.56779, 0.77190, -0.13507)  -0.305
N (-1.60261, -1.52542, -0.06344)  -0.579
N (0.84648, -1.58171, -0.12390)  -0.595

Results
- Multiplicity: 1
- Orbital gap: 9.862 eV
- Structure (SMILES): C1=NC2=NCC[C@H]2N1
- LUMO level: 0.0300 Eh
- Highest occupied orbital energy: -9.04 eV

=====

The structure shown above that is least stable: model i.